Entry 1:
C28H25N4O4RuS | the ωB97M-V functional and the def2-TZVPD basis

CARTESIAN COORDINATES (ANGSTROEM)
Ru (0.4607, -1.4411, 0.4022)
N (1.3443, -1.5992, 2.6650)
N (2.6516, -1.0741, 2.6632)
C (3.2139, -0.6866, 1.4170)
O (4.4236, -0.5748, 1.3748)
O (2.3505, -0.4435, 0.4910)
H (0.7971, -1.1117, 3.3680)
H (1.3380, -2.5918, 2.8855)
H (3.3149, -1.5311, 3.2713)
C (1.1120, 3.8477, 1.9821)
C (1.2296, 4.5519, 0.6286)
C (0.0653, 5.5409, 0.4879)
C (2.5558, 5.3197, 0.6083)
C (1.1813, 3.5624, -0.5380)
C (1.4967, 3.9954, -1.8415)
C (1.4797, 3.1456, -2.9278)
C (1.1273, 1.8149, -2.7132)
S (1.0494, 0.4850, -3.8253)
C (0.5612, -0.5316, -2.5109)
N (0.4357, 0.0294, -1.3605)
C (0.7854, 1.3777, -1.4404)
C (0.8156, 2.2433, -0.3539)
C (0.8538, -2.9631, -2.2090)
C (1.2882, -3.8670, -3.1611)
C (1.7989, -5.0774, -2.7187)
C (1.8626, -5.3339, -1.3547)
C (1.4190, -4.3802, -0.4472)
C (0.8783, -3.1488, -0.8429)
H (1.2214, 4.5824, 2.7824)
H (1.8871, 3.0885, 2.1104)
H (0.1379, 3.3706, 2.1094)
H (0.1079, 6.2918, 1.2815)
H (-0.8931, 5.0212, 0.5553)
H (0.1006, 6.0583, -0.4732)
H (2.6058, 5.9891, 1.4703)
H (2.6653, 5.9321, -0.2879)
H (3.4045, 4.6345, 0.6571)
H (1.7766, 5.0284, -2.0056)
H (1.7490, 3.5042, -3.9129)
H (0.5890, 1.8439, 0.6228)
H (1.2258, -3.6266, -4.2146)
H (2.1493, -5.8096, -3.4349)
H (2.2646, -6.2755, -1.0009)
H (1.4954, -4.6087, 0.6117)
O (-2.2330, -1.9536, -3.8954)
C (-2.3240, -1.9035, -2.7497)
O (0.2479, -1.7974, -2.8006)
C (-2.8305, -1.8369, -1.4678)
C (-4.2832, -1.8702, -1.5108)
C (-4.9617, -1.8539, -0.3552)
C (-4.2444, -1.8199, 0.8862)
C (-4.9000, -1.8122, 2.1259)
C (-4.1930, -1.7760, 3.3026)
C (-2.7898, -1.7536, 3.2581)
C (-2.1348, -1.7625, 2.0539)
C (-2.8307, -1.7888, 0.8301)
N (-2.1063, -1.7749, -0.3327)
H (-4.7854, -1.9037, -2.4689)
H (-6.0447, -1.8689, -0.3512)
H (-5.9840, -1.8322, 2.1392)
H (-4.7091, -1.7681, 4.2533)
H (-2.2232, -1.7339, 4.1810)
H (-1.0476, -1.7724, 2.0311)

Force components x, y, z for each atom (eV/Å):
Ru 0.2 -0.1 -0.2
N -0.1 0.0 0.0
N 0.0 0.0 0.1
C -0.1 0.1 -0.2
O 0.0 0.0 0.0
O 0.3 0.0 0.3
H 0.0 -0.1 0.0
H 0.0 0.0 0.0
H 0.0 0.0 0.0
C 0.0 0.0 0.0
C 0.0 0.0 -0.1
C 0.0 0.0 0.0
C 0.1 0.0 0.0
C -0.1 0.0 0.0
C 0.0 0.0 0.0
C 0.0 0.0 0.0
C 0.0 0.1 -0.1
S 0.0 0.0 -0.2
C -0.1 -0.3 0.0
N 0.1 0.1 -0.2
C -0.1 -0.2 0.2
C 0.1 0.1 0.0
C -0.1 0.3 -0.2
C 0.0 -0.1 0.1
C 0.0 0.0 0.0
C 0.0 0.0 0.0
C 0.0 0.0 0.0
C 0.1 0.0 -0.1
H 0.0 0.0 0.0
H 0.0 0.0 0.0
H 0.0 0.0 0.0
H 0.0 0.0 0.0
H 0.0 0.0 0.0
H 0.0 0.0 0.0
H 0.0 0.0 0.0
H 0.0 0.0 0.0
H 0.0 0.0 0.0
H 0.0 0.0 0.0
H 0.0 0.0 0.0
H 0.0 0.0 0.0
H 0.0 0.0 0.0
H 0.0 0.0 0.0
H 0.0 0.0 0.0
H 0.0 0.0 0.0
O 0.1 0.0 0.0
C -0.4 0.0 0.3
O 0.1 0.1 -0.1
C 0.1 0.0 -0.5
C 0.1 0.0 -0.1
C -0.1 0.0 0.1
C -0.1 0.0 0.0
C 0.0 0.0 -0.1
C 0.1 0.0 0.0
C -0.1 0.0 0.0
C 0.0 0.0 0.2
C 0.1 0.0 -0.1
N -0.2 0.0 0.4
H 0.0 0.0 0.0
H 0.0 0.0 0.0
H 0.0 0.0 0.0
H 0.0 0.0 0.0
H 0.0 0.0 0.0
H -0.1 0.0 0.1

For the gap between HOMO and LUMO (alpha / beta), the calculation gives 7.28 / 6.91 eV. Its spin multiplicity is 6. As for the total charge: 0. The calculation puts the lowest unoccupied orbital energy (alpha / beta) at 0.152 / -1.130 eV.

=====

Entry 2:
C28H25N5O2SV | the ωB97M-V functional and the def2-TZVPD basis

CARTESIAN COORDINATES (ANGSTROEM)
V (0.8158, 0.0374, -2.2396)
N (-1.0459, 3.2539, 0.0691)
C (-0.1813, 2.4440, -0.5732)
N (-0.5392, 1.4670, -1.3277)
C (-1.9091, 1.1969, -1.5303)
N (-2.2369, 0.2095, -2.2919)
N (-1.1338, -0.4090, -2.7896)
C (-1.3003, -1.5459, -3.4918)
C (-0.1202, -2.1401, -3.9168)
C (-0.0440, -3.3542, -4.6601)
C (1.1582, -3.8449, -5.0512)
C (2.3444, -3.1338, -4.7128)
C (2.2323, -1.9845, -3.9930)
N (1.0466, -1.4658, -3.5761)
C (-2.8916, 2.0493, -0.8714)
C (-4.2672, 1.8697, -1.0094)
C (-5.1540, 2.6944, -0.3429)
C (-4.6786, 3.7160, 0.4760)
C (-3.3169, 3.9133, 0.6200)
C (-2.4316, 3.0838, -0.0557)
H (-0.6878, 4.0131, 0.6220)
H (0.8824, 2.6193, -0.4438)
H (-2.2792, -1.9785, -3.6563)
H (-0.9672, -3.8650, -4.9031)
H (1.2179, -4.7657, -5.6170)
H (3.3190, -3.4888, -5.0152)
H (3.1086, -1.4114, -3.7126)
H (-4.6139, 1.0701, -1.6501)
H (-6.2196, 2.5478, -0.4598)
H (-5.3713, 4.3628, 0.9977)
H (-2.9375, 4.7081, 1.2519)
O (2.1092, 0.9462, -1.7873)
O (0.6868, -1.2666, -0.6291)
S (1.2964, -0.6054, 0.5996)
C (2.9531, -1.3097, 0.7247)
C (3.6783, -0.6847, 1.8794)
C (4.0526, 0.6554, 1.8052)
C (4.6886, 1.2610, 2.8775)
C (4.9561, 0.5351, 4.0310)
C (4.5865, -0.7996, 4.1090)
C (3.9462, -1.4060, 3.0373)
C (0.4557, -1.4777, 1.9366)
C (-0.9022, -0.8503, 2.0753)
C (-1.9603, -1.2859, 1.2857)
C (-3.1902, -0.6465, 1.3521)
C (-3.3710, 0.4305, 2.2064)
C (-2.3149, 0.8746, 2.9916)
C (-1.0840, 0.2414, 2.9210)
H (3.3992, -1.0425, -0.2348)
H (2.8578, -2.3933, 0.7957)
H (3.8465, 1.2135, 0.8977)
H (4.9818, 2.3006, 2.8107)
H (5.4560, 1.0083, 4.8659)
H (4.7989, -1.3712, 5.0031)
H (3.6610, -2.4503, 3.0967)
H (1.0572, -1.3872, 2.8420)
H (0.4033, -2.5201, 1.6175)
H (-1.8104, -2.1064, 0.5946)
H (-4.0019, -0.9800, 0.7188)
H (-4.3265, 0.9377, 2.2464)
H (-2.4521, 1.7183, 3.6566)
H (-0.2559, 0.5918, 3.5278)

Force components x, y, z for each atom (eV/Å):
V -0.3 -0.1 0.0
N 0.2 0.0 -0.1
C 0.0 0.1 0.0
N 0.1 -0.1 -0.1
C -0.2 -0.1 -0.1
N 0.3 0.1 0.0
N 0.4 0.4 0.4
C 0.3 -0.8 -0.4
C -0.8 0.2 0.2
C 0.2 -0.2 -0.2
C -0.4 -0.1 0.0
C 0.2 0.3 0.2
C 0.3 -0.3 -0.2
N 0.0 0.6 0.4
C 0.0 0.0 0.0
C 0.0 0.0 0.0
C 0.0 0.0 0.0
C 0.0 0.0 0.0
C 0.1 0.0 0.0
C -0.2 0.0 0.0
H 0.0 0.0 0.0
H 0.0 0.0 0.0
H 0.0 0.1 -0.1
H 0.0 0.0 0.0
H 0.0 0.0 0.0
H 0.0 0.0 0.0
H 0.0 0.0 0.0
H 0.0 0.0 0.0
H 0.0 0.0 0.0
H 0.0 0.0 0.0
H 0.0 0.0 0.0
O -0.3 -0.4 -0.2
O 0.0 0.2 -0.2
S 0.1 0.0 0.2
C 0.0 0.0 0.0
C 0.0 0.0 0.0
C 0.0 0.0 0.0
C 0.0 0.0 0.0
C 0.0 0.0 0.0
C 0.0 0.0 0.0
C 0.0 0.0 0.0
C 0.0 0.0 0.0
C 0.0 0.0 0.0
C 0.0 0.0 -0.1
C 0.0 0.0 0.0
C 0.0 0.0 0.0
C 0.0 0.0 0.0
C 0.0 0.0 0.0
H 0.0 0.0 0.0
H 0.0 0.0 0.0
H 0.0 0.0 0.0
H 0.0 0.0 0.0
H 0.0 0.0 0.0
H 0.0 0.0 0.0
H 0.0 0.0 0.0
H 0.0 0.1 0.0
H 0.0 0.0 0.0
H 0.0 0.0 0.0
H 0.0 0.0 0.0
H 0.0 0.0 0.0
H 0.0 0.0 0.0
H 0.0 0.0 0.0

For the gap between HOMO and LUMO (alpha / beta), the calculation gives 5.23 / 5.31 eV. Its spin multiplicity is 2. As for the total charge: 0. The calculation puts the lowest unoccupied orbital energy (alpha / beta) at 0.300 / 0.297 eV.

=====

Entry 3:
C28H26BF2N5O6RhS | the ωB97M-V functional and the def2-TZVPD basis

CARTESIAN COORDINATES (ANGSTROEM)
Rh (-2.0548, -1.3745, -0.0479)
C (-0.0444, 4.3380, 3.4419)
O (0.5625, 3.7471, 4.5731)
C (1.4186, 2.7112, 4.3337)
C (1.8145, 1.9775, 5.4486)
C (2.6306, 0.8758, 5.2940)
C (3.0531, 0.4848, 4.0245)
C (2.7242, 1.2596, 2.9308)
C (1.8977, 2.3690, 3.0782)
N (3.8095, -0.7614, 4.0085)
N (3.1791, -1.8302, 3.9231)
C (1.8289, -1.8217, 3.4276)
C (0.7696, -2.1839, 4.2267)
C (-0.5478, -2.1912, 3.7671)
C (-0.8504, -1.8750, 2.4406)
O (-2.0322, -1.9235, 1.9346)
C (0.2710, -1.5774, 1.5887)
N (-0.0363, -1.4099, 0.2681)
C (0.9216, -1.3415, -0.6226)
C (2.2765, -1.3234, -0.2460)
C (2.6126, -1.4074, 1.0740)
C (1.5995, -1.5638, 2.0511)
H (-0.7747, 5.0488, 3.8206)
H (-0.5525, 3.5810, 2.8373)
H (0.6844, 4.8689, 2.8221)
H (1.4437, 2.2675, 6.4229)
H (2.9237, 0.2839, 6.1516)
H (3.0793, 0.9927, 1.9466)
H (1.6283, 2.9401, 2.2016)
H (0.9747, -2.4415, 5.2599)
H (-1.3608, -2.4734, 4.4225)
H (0.6247, -1.2936, -1.6593)
H (3.0309, -1.2543, -1.0175)
H (3.6519, -1.3944, 1.3779)
C (2.6818, -2.3964, -6.2455)
C (1.6369, -1.6914, -5.4219)
C (0.3989, -2.2755, -5.1801)
C (-0.5543, -1.6365, -4.3994)
C (-0.2777, -0.3942, -3.8526)
C (0.9485, 0.2115, -4.0966)
C (1.8929, -0.4341, -4.8781)
S (-1.4556, 0.3868, -2.7503)
O (-2.3341, 1.1555, -3.6068)
O (-0.6118, 1.1236, -1.8311)
N (-2.2056, -0.7890, -2.0228)
C (-3.5161, -1.2132, -2.5298)
C (-4.5541, -1.2250, -1.4078)
O (-5.7452, -1.1782, -1.6718)
O (-4.0676, -1.3373, -0.2114)
H (2.4210, -3.4432, -6.3983)
H (3.6574, -2.3564, -5.7587)
H (2.7876, -1.9304, -7.2279)
H (0.1822, -3.2554, -5.5898)
H (-1.4992, -2.1185, -4.1863)
H (1.1585, 1.1738, -3.6487)
H (2.8541, 0.0367, -5.0556)
H (-3.4541, -2.2509, -2.8847)
H (-3.8643, -0.5802, -3.3421)
C (-2.6771, 4.4237, 0.4775)
C (-2.2489, 3.2591, -0.4157)
C (-2.2712, 1.9645, 0.2611)
N (-2.2984, 0.8947, 0.6698)
H (-2.6258, 5.3566, -0.0825)
H (-2.0263, 4.5099, 1.3467)
H (-3.6988, 4.2900, 0.8308)
H (-1.2372, 3.3871, -0.7998)
H (-2.9053, 3.1643, -1.2825)
F (-1.3860, -3.6199, -1.8026)
B (-1.9244, -3.2431, -0.6250)
F (-2.3380, -4.2727, 0.1155)

Force components x, y, z for each atom (eV/Å):
Rh -0.1 -0.2 0.1
C 0.0 0.0 0.0
O 0.0 0.0 0.0
C 0.0 0.0 0.0
C 0.0 0.0 0.0
C -0.1 0.1 -0.1
C -0.2 -0.2 0.0
C 0.1 -0.1 0.0
C 0.1 0.1 0.0
N -0.2 0.0 0.5
N 0.5 0.1 -0.6
C -0.3 0.2 0.1
C 0.2 0.2 0.1
C -0.1 0.0 0.0
C 0.1 -0.1 0.0
O -0.1 0.1 -0.1
C -0.1 -0.1 0.0
N 0.0 -0.2 0.0
C 0.0 0.2 0.0
C 0.0 0.0 0.0
C 0.0 0.0 0.0
C 0.0 -0.1 0.1
H 0.0 0.0 0.0
H 0.0 0.0 0.0
H 0.0 0.0 0.0
H 0.0 0.0 0.0
H 0.0 0.0 0.0
H 0.0 0.0 -0.1
H 0.0 0.0 0.0
H 0.0 0.0 0.0
H 0.0 0.0 0.0
H 0.0 0.1 0.0
H 0.0 0.0 0.0
H 0.0 0.0 0.0
C 0.0 0.0 0.0
C 0.0 0.0 0.0
C 0.0 0.0 0.0
C 0.0 0.0 0.0
C 0.0 -0.1 0.1
C 0.0 0.0 0.0
C 0.0 0.0 0.0
S 0.1 -0.2 -0.2
O 0.0 0.1 0.0
O 0.0 0.0 0.0
N -0.1 0.3 0.1
C 0.1 0.0 0.0
C -0.1 0.0 0.1
O 0.0 0.0 0.0
O 0.0 -0.1 0.0
H 0.0 0.0 0.0
H 0.0 0.0 0.0
H 0.0 0.0 0.0
H 0.0 0.0 0.0
H 0.0 0.0 0.0
H 0.0 0.0 0.0
H 0.0 0.0 0.0
H 0.0 0.0 -0.1
H 0.0 0.0 0.0
C 0.0 -0.1 0.0
C 0.0 0.1 0.1
C -0.1 -0.1 -0.2
N 0.1 0.2 0.2
H 0.0 0.0 0.0
H 0.0 0.0 0.0
H 0.0 0.0 0.0
H 0.0 0.0 0.0
H 0.0 0.0 0.0
F 0.0 0.0 0.0
B 0.0 0.1 0.0
F 0.0 0.0 0.0

For the gap between HOMO and LUMO, the calculation gives 7.09 eV. As for the total charge: -1. The calculation puts the lowest unoccupied orbital energy at 2.307 eV.

=====

no.,E_tot (eV)
1,-57005.7558
2,-77510.6801
3,-69153.4449